<1>
Below is a molecular structure, C10H27NO6Ti, with properties calculated with ωB97M-V/def2-TZVPD.

Structure (XYZ):
```
45
Properties=species:S:1:pos:R:3
Ti -0.33 -0.51 -0.10
C -1.61 0.35 2.87
O -0.64 -0.38 2.08
C 0.65 -0.47 2.72
C 1.77 -1.20 1.84
N 1.86 -0.50 0.57
C 2.66 -1.07 -0.54
C 2.27 -0.40 -1.93
O 0.87 -0.84 -2.14
C 0.29 -0.44 -3.37
H -2.57 0.30 2.36
H -1.40 1.42 2.88
H -1.68 -0.06 3.88
H 0.57 -0.98 3.68
H 0.89 0.57 2.96
H 1.55 -2.24 1.65
H 2.74 -1.17 2.35
H 2.46 0.21 0.96
H 2.37 -2.11 -0.72
H 3.72 -1.01 -0.29
H 2.96 -0.78 -2.68
H 2.46 0.67 -1.86
H 0.54 -1.12 -4.19
H 0.42 0.63 -3.51
H -0.72 -0.81 -3.16
C 0.49 2.67 0.17
C 0.74 3.83 -0.79
O -0.41 4.59 -0.82
O -0.43 1.81 -0.45
H 0.14 2.92 1.17
H 1.43 2.15 0.34
H 0.80 3.41 -1.80
H 1.63 4.33 -0.39
H -0.14 5.50 -0.96
H -1.10 2.45 -0.72
C -3.14 -1.85 -0.33
C -2.12 -2.79 0.33
O -0.86 -2.92 -0.37
O -2.69 -0.52 -0.28
H -4.13 -2.02 0.10
H -3.32 -2.15 -1.37
H -2.53 -3.80 0.34
H -2.00 -2.51 1.37
H -1.09 -3.28 -1.23
H -3.34 0.10 -0.61
```

Total charge: +1
⟨S²⟩: 3.75
LUMO (alpha / beta), Eh: -0.07900 / -0.08284
2S+1: 4

Atomic partial charges in e from the Löwdin method, atoms 1 to 5: atom 1 (Ti): 0.641, atom 2 (C): -0.036, atom 3 (O): -0.320, atom 4 (C): -0.147, atom 5 (C): -0.159

<2>
Below is a molecular structure, C10H27NO6Ti, with properties calculated with ωB97M-V/def2-TZVPD.

Structure (XYZ):
```
45
Properties=species:S:1:pos:R:3
Ti -8.08 17.94 -4.34
C -4.62 16.22 -5.14
O -5.72 15.77 -4.32
C -5.30 15.07 -3.14
C -6.50 14.07 -2.91
N -7.69 14.76 -2.54
C -8.71 13.79 -1.99
C -8.82 12.40 -2.67
O -9.28 12.51 -4.12
C -10.70 12.36 -4.18
H -4.97 17.04 -5.77
H -4.41 15.46 -5.90
H -3.63 16.21 -4.68
H -5.22 15.67 -2.24
H -4.45 14.47 -3.46
H -6.13 13.29 -2.24
H -6.67 13.58 -3.87
H -7.53 15.55 -1.93
H -9.73 14.15 -2.12
H -8.67 13.79 -0.90
H -9.42 11.68 -2.11
H -7.83 11.95 -2.67
H -10.95 11.72 -5.02
H -11.24 13.30 -4.30
H -11.12 11.92 -3.27
C -8.78 17.27 -8.62
C -9.01 15.91 -7.91
O -9.70 15.97 -6.71
O -7.79 17.89 -7.84
H -9.67 17.90 -8.70
H -8.44 17.12 -9.64
H -8.10 15.34 -7.77
H -9.65 15.32 -8.57
H -9.46 15.16 -6.25
H -7.45 18.70 -8.22
C -6.60 21.45 -2.32
C -7.73 21.31 -1.34
O -7.99 19.91 -1.13
O -6.79 20.95 -3.64
H -5.72 21.01 -1.83
H -6.54 22.53 -2.46
H -8.63 21.80 -1.70
H -7.52 21.77 -0.37
H -8.80 19.94 -0.61
H -6.32 21.60 -4.17
```

Total charge: +1
⟨S²⟩: 3.75
LUMO (alpha / beta), Eh: -0.11543 / -0.13603
2S+1: 4

Atomic partial charges in e from the Löwdin method, atoms 1 to 5: atom 1 (Ti): 0.864, atom 2 (C): -0.090, atom 3 (O): -0.258, atom 4 (C): -0.165, atom 5 (C): -0.242

The most stable of them is <1>.

<1>
Below is 2 unconnected molecules or ions with the total composition C2H8N6, with properties calculated with ωB97M-V/def2-TZVPD.

Structure (XYZ):
```
16
Properties=species:S:1:pos:R:3
C 0.50 1.35 1.50
C -0.02 0.11 -0.29
N 1.17 2.08 2.17
N 0.07 0.24 1.07
N -0.57 0.68 -1.19
N 0.58 -1.77 -0.89
N -0.52 -0.70 1.95
N -0.76 0.92 -2.40
H 1.54 2.98 2.42
H 1.23 -1.71 -1.65
H 0.61 -2.46 -0.16
H -1.48 -0.63 1.76
H -0.13 -0.79 2.88
H -0.33 -1.93 -1.31
H -0.38 0.19 -3.07
H -1.51 1.45 -2.81
```

Total charge: +2
LUMO, Eh: -0.33480

Atomic partial charges in e from the Löwdin method, atoms 1 to 5: atom 1 (C): 0.006, atom 2 (C): -0.053, atom 3 (N): 0.421, atom 4 (N): -0.085, atom 5 (N): 0.052

<2>
Below is a molecular structure, C2H8N6, with properties calculated with ωB97M-V/def2-TZVPD.

Structure (XYZ):
```
16
Properties=species:S:1:pos:R:3
C 0.03 0.20 -2.10
C -0.88 0.43 0.10
N 1.26 -1.97 2.49
N 0.84 -1.00 1.97
N 0.03 0.80 -3.23
N 0.09 -1.07 0.95
N -1.32 1.10 1.07
N -0.76 0.62 -1.10
H 0.85 -0.43 -1.79
H 1.79 -1.75 3.36
H 0.70 0.51 -3.92
H -0.68 1.67 -3.40
H 0.01 -1.99 0.48
H -1.16 0.76 2.03
H -1.68 2.09 0.88
H 0.88 0.03 2.21
```

Total charge: +2
LUMO, Eh: -0.33970

Atomic partial charges in e from the Löwdin method, atoms 1 to 5: atom 1 (C): -0.095, atom 2 (C): -0.194, atom 3 (N): 0.231, atom 4 (N): -0.199, atom 5 (N): 0.252

The most stable of them is <2>.

<1>
Below is a single C4H6OS3 molecule, with properties calculated with ωB97M-V/def2-TZVPD.

Structure (XYZ):
```
14
Properties=species:S:1:pos:R:3
C 2.52 -0.11 -0.35
C 1.10 -0.30 0.14
S 0.23 1.30 -0.02
C -1.46 1.01 0.36
S -2.60 2.15 0.25
C -1.92 -0.49 0.59
O -1.55 -1.17 1.51
S -3.23 -0.90 -0.63
H 3.12 -1.03 -0.19
H 3.03 0.69 0.24
H 2.44 0.29 -1.34
H 1.06 -0.66 1.12
H 0.61 -1.07 -0.46
H -3.34 0.30 -1.23
```

LUMO, Eh: -0.03417

Atomic partial charges in e from the Löwdin method, atoms 1 to 5: atom 1 (C): -0.171, atom 2 (C): -0.521, atom 3 (S): 0.937, atom 4 (C): -1.126, atom 5 (S): 0.674

<2>
Below is a single C4H6OS3 molecule, with properties calculated with ωB97M-V/def2-TZVPD.

Structure (XYZ):
```
14
Properties=species:S:1:pos:R:3
O 0.32 1.22 -1.22
C 1.22 0.60 -0.40
S 3.05 0.40 -0.30
C 0.45 -0.34 0.49
C -0.66 -1.03 -0.33
S -1.31 -0.47 -1.94
C -0.98 -0.23 0.96
S -1.81 1.22 0.90
H 3.08 -0.44 0.90
H 1.08 -1.14 0.88
H -0.56 -2.07 -0.40
H -1.55 1.03 -1.44
H -1.18 -0.72 1.86
H -1.16 1.97 0.04
```

LUMO, Eh: 0.00384

Atomic partial charges in e from the Löwdin method, atoms 1 to 5: atom 1 (O): -0.328, atom 2 (C): -0.596, atom 3 (S): 0.772, atom 4 (C): -0.313, atom 5 (C): -0.545

<3>
Below is 2 unconnected molecules or ions with the total composition C4H6OS3, with properties calculated with ωB97M-V/def2-TZVPD.

Structure (XYZ):
```
14
Properties=species:S:1:pos:R:3
C 0.17 1.13 0.40
C -0.52 0.63 -0.97
C 0.34 -0.62 -0.90
C 0.71 -0.31 0.55
H -2.69 1.98 0.55
H 0.87 1.85 0.11
H -1.44 0.14 -0.62
H -0.23 0.93 -2.87
H 1.74 -0.26 0.79
H 0.79 -2.60 1.42
O -0.64 1.50 -1.98
S -0.89 1.85 1.60
S 1.00 -1.53 -2.02
S 0.02 -1.51 1.80
```

LUMO, Eh: -0.05179

Atomic partial charges in e from the Löwdin method, atoms 1 to 5: atom 1 (C): -0.696, atom 2 (C): -0.515, atom 3 (C): -0.790, atom 4 (C): -0.642, atom 5 (H): 0.143

The most stable of them is <1>.

<1>
Below is 4 unconnected molecules or ions with the total composition C16H24O12, with properties calculated with ωB97M-V/def2-TZVPD.

Structure (XYZ):
```
52
Properties=species:S:1:pos:R:3
C -1.88 2.14 -1.22
C -2.02 0.76 -1.82
C -1.76 0.67 -3.31
O -0.66 -0.28 -3.32
C -0.42 -0.66 -2.03
O 0.43 -1.44 -1.65
O -1.20 -0.05 -1.21
H -0.94 2.47 -1.37
H -2.17 2.11 -0.16
H -2.67 3.05 -1.62
H -3.03 0.53 -1.49
H -1.58 1.50 -3.80
H -2.62 0.19 -3.69
C -5.28 -0.45 1.80
C -4.09 -0.27 2.76
C -2.73 -0.65 2.17
O -1.83 0.41 2.29
C -2.49 1.44 2.65
O -2.10 2.62 2.69
O -3.85 1.14 2.83
H -6.28 -0.24 2.26
H -5.48 -1.46 1.36
H -5.11 0.40 1.17
H -4.46 -0.77 3.66
H -2.71 -0.84 1.18
H -2.38 -1.48 2.78
C -0.23 -2.98 1.39
C 1.16 -3.27 2.11
C 2.43 -2.78 1.30
O 3.20 -2.18 2.20
C 2.47 -2.12 3.37
O 2.84 -1.48 4.39
O 1.33 -2.69 3.35
H -0.49 -2.06 1.22
H -1.07 -3.38 2.06
H -0.27 -3.54 0.42
H 1.10 -4.25 2.07
H 2.11 -2.11 0.59
H 2.84 -3.49 0.44
C 2.70 0.90 -2.24
C 4.07 1.41 -2.45
C 4.25 2.83 -2.87
O 5.13 3.46 -1.95
C 5.38 2.59 -0.97
O 6.11 2.88 -0.03
O 4.74 1.49 -1.13
H 2.22 1.52 -2.95
H 2.15 1.50 -1.31
H 2.56 -0.08 -2.11
H 4.62 0.70 -3.06
H 3.27 3.41 -3.02
H 4.70 2.86 -3.71
```

LUMO, Eh: 0.00290

Atomic partial charges in e from the Löwdin method, atoms 1 to 5: atom 1 (C): 0.005, atom 2 (C): -0.407, atom 3 (C): -0.017, atom 4 (O): 0.093, atom 5 (C): -0.566

<2>
Below is 4 unconnected molecules or ions with the total composition C16H24O12, with properties calculated with ωB97M-V/def2-TZVPD.

Structure (XYZ):
```
52
Properties=species:S:1:pos:R:3
C -2.43 2.08 3.99
C -2.69 1.63 2.55
C -3.91 0.71 2.43
O -4.92 1.58 1.86
C -4.39 2.73 1.44
O -5.02 3.59 0.91
O -3.07 2.76 1.72
H -3.19 2.83 4.21
H -1.46 2.57 4.00
H -2.36 1.25 4.69
H -1.83 1.18 2.06
H -4.46 0.43 3.33
H -3.84 -0.08 1.68
C 2.17 -3.44 3.81
C 2.95 -3.81 2.55
C 2.73 -2.94 1.31
O 4.00 -2.46 0.92
C 4.90 -2.94 1.78
O 6.08 -2.75 1.70
O 4.37 -3.79 2.64
H 2.29 -2.36 3.98
H 2.62 -3.83 4.73
H 1.13 -3.71 3.88
H 2.63 -4.84 2.34
H 2.01 -2.16 1.57
H 2.17 -3.56 0.61
C 2.43 2.86 -5.60
C 1.52 2.19 -4.61
C 1.68 0.70 -4.30
O 1.95 0.64 -2.92
C 1.93 1.92 -2.36
O 2.18 2.17 -1.23
O 1.65 2.81 -3.30
H 1.91 2.97 -6.55
H 3.37 2.34 -5.78
H 2.65 3.87 -5.28
H 0.49 2.49 -4.82
H 2.50 0.27 -4.88
H 0.80 0.10 -4.55
C -2.85 0.28 -1.58
C -1.78 -0.80 -1.32
C -0.50 -0.19 -0.83
O -0.27 -0.83 0.41
C -1.28 -1.63 0.77
O -1.40 -2.11 1.86
O -2.20 -1.63 -0.23
H -2.38 1.15 -2.06
H -3.34 0.60 -0.67
H -3.57 -0.10 -2.31
H -1.61 -1.32 -2.26
H -0.58 0.89 -0.69
H 0.27 -0.32 -1.59
```

LUMO, Eh: 0.00362

Atomic partial charges in e from the Löwdin method, atoms 1 to 5: atom 1 (C): -0.008, atom 2 (C): -0.293, atom 3 (C): -0.056, atom 4 (O): 0.046, atom 5 (C): -0.596

The most stable of them is <2>.

<1>
Below is a molecular structure, C9H9IrNO5S, with properties calculated with ωB97M-V/def2-TZVPD.

Structure (XYZ):
```
26
Properties=species:S:1:pos:R:3
Ir 0.94 -0.51 0.56
O 1.62 -4.61 -0.32
C 1.11 -3.43 -0.14
O 1.73 -2.52 0.40
C -0.30 -3.31 -0.64
O -0.76 -2.00 -0.47
C -1.31 -1.34 -1.63
C -0.47 -0.17 -2.08
O -0.86 0.48 -3.02
O 0.65 0.04 -1.43
H 2.53 -4.66 0.04
H -0.91 -4.01 -0.06
H -0.33 -3.64 -1.68
H -2.30 -0.96 -1.37
H -1.41 -2.03 -2.47
S -0.86 0.08 2.13
C -0.36 1.69 1.74
C -1.00 2.86 2.09
C -0.49 4.05 1.58
C 0.61 4.02 0.74
C 1.20 2.80 0.44
N 0.73 1.67 0.94
H -1.88 2.84 2.73
H -0.96 5.00 1.82
H 1.02 4.93 0.33
H 2.06 2.72 -0.22
```

Total charge: +1
⟨S²⟩: 6.02
LUMO (alpha / beta), Eh: -0.11828 / -0.24783
2S+1: 5

Atomic partial charges in e from the Löwdin method, atoms 1 to 5: atom 1 (Ir): 1.273, atom 2 (O): 0.203, atom 3 (C): -0.446, atom 4 (O): -0.045, atom 5 (C): -0.083

<2>
Below is a molecular structure, C9H9IrNO5S, with properties calculated with ωB97M-V/def2-TZVPD.

Structure (XYZ):
```
26
Properties=species:S:1:pos:R:3
Ir 0.04 0.65 -0.85
O 2.09 -3.24 0.00
C 1.20 -2.27 0.00
O 1.14 -1.41 -0.86
C 0.24 -2.41 1.16
O -0.59 -1.26 1.25
C -0.53 -0.55 2.41
C 0.87 0.52 2.32
O 1.19 0.66 3.47
O 1.17 0.86 1.19
H 2.66 -3.16 -0.78
H 0.78 -2.61 2.08
H -0.40 -3.27 0.94
H -0.41 -1.14 3.31
H -1.33 0.18 2.44
S 1.55 1.47 -2.03
C -1.31 2.02 -1.08
C -1.66 3.20 -1.71
C -2.99 3.58 -1.60
C -3.89 2.78 -0.89
C -3.44 1.61 -0.31
N -2.16 1.26 -0.41
H -0.94 3.79 -2.26
H -3.34 4.49 -2.06
H -4.93 3.06 -0.80
H -4.10 0.95 0.24
```

Total charge: +1
⟨S²⟩: 6.02
LUMO (alpha / beta), Eh: -0.10352 / -0.24034
2S+1: 5

Atomic partial charges in e from the Löwdin method, atoms 1 to 5: atom 1 (Ir): 0.992, atom 2 (O): 0.187, atom 3 (C): -0.463, atom 4 (O): -0.037, atom 5 (C): -0.042

The most stable of them is <1>.